--- w ---
Computed, not measured: a 2-piece molecular cluster, C4H8O overall, with ωB97M-V with the def2-TZVPD basis set.

Each atom is followed by the atoms it is bonded to, with distances in Å.
Cartesian coordinates (Å):
1 O -2.26653 0.38227 0.34058  C2 1.260
2 C -2.83272 0.94974 -0.63204  O1 1.260, H3 1.125, H4 1.120
3 H -3.47238 1.86038 -0.47058  C2 1.125
4 H -2.56316 0.68302 -1.68571  C2 1.120
5 C 1.73989 -1.64457 -0.28016  C6 1.506, H8 1.098, H9 1.087, H10 1.098
6 C 1.31103 -0.34687 0.35240  C5 1.506, C7 1.320, H11 1.092
7 C 2.06244 0.73324 0.46007  C6 1.320, H12 1.085, H13 1.087
8 H 2.72234 -2.01997 0.03514  C5 1.098
9 H 1.68560 -1.64275 -1.36606  C5 1.087
10 H 1.08679 -2.44931 0.08234  C5 1.098
11 H 0.22560 -0.32161 0.46766  C6 1.092
12 H 1.66331 1.69781 0.75543  C7 1.085
13 H 3.14284 0.75405 0.34648  C7 1.087

Summary:
Expectation value of S²: 0.75
Total charge: -1
HOMO level (spin up / spin down) in eV: 0.72 / -2.59
Multiplicity: 2

***

--- x ---
Computed, not measured: a 2-piece molecular cluster, C4H8O overall, with ωB97M-V with the def2-TZVPD basis set.

Each atom is followed by the atoms it is bonded to, with distances in Å.
Cartesian coordinates (Å):
1 C -1.04755 0.26254 -1.53796  C2 1.330, H3 1.076, H4 1.081
2 C -1.40627 0.28507 -2.81881  C1 1.330, H5 1.089, H6 1.082
3 H -1.48549 0.88339 -0.77598  C1 1.076
4 H -0.32066 -0.48285 -1.24638  C1 1.081
5 H -1.84607 1.18606 -3.24322  C2 1.089
6 H -1.27509 -0.56897 -3.47044  C2 1.082
7 O 1.17791 -1.52589 0.53841  C8 1.291
8 C 0.59242 -0.61115 1.23606  O7 1.291, C9 1.521, H10 1.099
9 C 1.34631 0.09773 2.35139  C8 1.521, H11 1.097, H12 1.107, H13 1.098
10 H -0.43885 -0.26840 1.07382  C8 1.099
11 H 1.00853 1.12967 2.50702  C9 1.097
12 H 1.27890 -0.49745 3.28231  C9 1.107
13 H 2.41592 0.11024 2.10379  C9 1.098

Summary:
Expectation value of S²: 0.75
Total charge: -1
HOMO level (spin up / spin down) in eV: 0.61 / -2.95
Multiplicity: 2

***

In terms of stability, w leads; the second structure lies 0.108 eV higher.

***

--- w ---
Computed, not measured: a 2-piece molecular cluster, H3N2P overall, with ωB97M-V with the def2-TZVPD basis set.

Each atom is followed by the atoms it is bonded to, with distances in Å.
Cartesian coordinates (Å):
1 N 1.23429 0.57134 -0.00007  P3 1.574
2 N -1.16700 -0.22994 0.01424  P3 1.697, H5 1.089, H6 0.955
3 P 0.43642 -0.78481 0.05613  N1 1.574, N2 1.697
4 H 2.74978 0.34280 0.50086  no bonds
5 H -1.30143 0.80057 -0.31082  N2 1.089
6 H -1.95205 -0.69995 -0.26035  N2 0.955

Summary:
HOMO level (spin up / spin down) in eV: -9.40 / -9.40
Multiplicity: 1

***

--- x ---
Computed, not measured: a single H3N2P molecule, with ωB97M-V with the def2-TZVPD basis set.

Each atom is followed by the atoms it is bonded to, with distances in Å.
Cartesian coordinates (Å):
1 N -1.38078 -0.00097 0.29734  P2 1.587, N3 1.499
2 P 0.12921 0.48622 0.31338  N1 1.587, N3 1.656, H4 1.459, H5 1.378
3 N -0.51305 -0.58021 -0.77847  N1 1.499, P2 1.656, H6 1.055
4 H 0.57427 1.79199 -0.16042  P2 1.459
5 H 1.18794 -0.24826 0.80061  P2 1.378
6 H 0.00241 -1.44876 -0.47246  N3 1.055

Summary:
HOMO level in eV: -8.61
Multiplicity: 1

***

In terms of stability, w leads; the second structure lies 1.510 eV higher.